DFT (ωB97M-V/def2-TZVPD) results for C5H7N3O in the gas phase in a non-equilibrium geometry.

Multiplicity: 1
Total energy, eV: -11809.89252
ΔE to the lowest compared entry with this formula, charge and spin, kJ/mol: 626.9
Lowest unoccupied orbital energy (spin up / spin down), Ha: -0.0270 / -0.0234
SMILES: [H]/N=C1\CN1[C@@](C)(O)C#N

Last columns: bonded neighbours and bond lengths (Å).
Element x y z (Å)
1 H 2.91864 -1.61537 -0.77832  N2 1.015
2 N 2.02679 -1.72267 -1.25178  H1 1.015, C3 1.217
3 C 1.02064 -1.11434 -0.93646  N2 1.217, C4 1.705, N5 1.735
4 C -0.63495 -1.31299 -1.29340  C3 1.705, N5 1.390, H11 1.086, H12 1.085
5 N -0.31965 -0.01261 -0.91875  C3 1.735, C4 1.390, C6 1.410
6 C -0.33860 0.41928 0.42369  N5 1.410, C7 1.521, O8 1.421, C9 1.551
7 C -0.98894 1.78696 0.56614  C6 1.521, H13 1.089, H14 1.087, H15 1.089
8 O -0.86353 -0.54371 1.32727  C6 1.421, H16 0.964
9 C 1.18553 0.47536 0.70604  C6 1.551, N10 1.159
10 N 2.16749 0.98072 1.05613  C9 1.159
11 H -1.03261 -2.03385 -0.58532  C4 1.086
12 H -0.91124 -1.43072 -2.33557  C4 1.085
13 H -0.80855 2.18790 1.56294  C7 1.089
14 H -0.57223 2.47370 -0.16653  C7 1.087
15 H -2.05864 1.67279 0.39516  C7 1.089
16 H -0.79017 -0.21044 2.22876  O8 0.964

Atom-resolved charges from natural (NBO), all expressed in e: number 1, H, carries 0.379; number 2, N, carries -0.619; number 3, C, carries 0.449; number 4, C, carries -0.331; number 5, N, carries -0.358; number 6, C, carries 0.329; number 7, C, carries -0.628; number 8, O, carries -0.714; number 9, C, carries 0.209; number 10, N, carries -0.319; number 11, H, carries 0.216; number 12, H, carries 0.210; number 13, H, carries 0.221; number 14, H, carries 0.240; number 15, H, carries 0.229; number 16, H, carries 0.488

---

DFT (ωB97M-V/def2-TZVPD) results for 4 unconnected molecules or ions with the total composition C5H7N3O3S in a non-equilibrium geometry.

Multiplicity: 1
Total energy, eV: -26745.47640
ΔE to the lowest compared entry with this formula, charge and spin, kJ/mol: 60.6
Lowest unoccupied orbital energy, Ha: -0.0041
SMILES: O=C1N=CCS1.O=C=O.C#N.N

Last columns: bonded neighbours and bond lengths (Å).
Element x y z (Å)
1 O -1.22315 -2.45085 1.01569  C2 1.170
2 C -1.16549 -1.32227 1.31732  O1 1.170, N3 1.443, S6 1.787
3 N -1.90059 -0.19906 0.78856  C2 1.443, C4 1.273
4 C -1.71013 0.90415 1.39427  N3 1.273, C5 1.484, H7 1.115
5 C -0.72435 0.93183 2.50378  C4 1.484, S6 1.821, H8 1.180, H9 1.096
6 S -0.25075 -0.80768 2.76354  C2 1.787, C5 1.821
7 H -2.22782 1.83307 1.06050  C4 1.115
8 H 0.27008 1.51984 2.26392  C5 1.180
9 H -1.12280 1.19163 3.49149  C5 1.096
10 O 0.93410 -0.21846 -3.97461  C11 1.137
11 C 0.91436 -1.35524 -3.99815  O10 1.137, O12 1.154
12 O 0.78129 -2.49576 -3.88559  C11 1.154
13 C 1.74976 -1.37769 -0.16951  N14 1.180, H15 1.040
14 N 1.53524 -0.83059 -1.19288  C13 1.180
15 H 2.21217 -1.94235 0.57206  C13 1.040
16 N 0.56634 1.92037 -0.74863  H17 1.118, H18 1.027, H19 0.993
17 H 1.09753 0.93960 -0.82435  N16 1.118
18 H 0.65278 2.07741 -1.75965  N16 1.027
19 H -0.38858 1.68206 -0.61774  N16 0.993

Atom-resolved charges from natural (NBO), all expressed in e: number 1, O, carries -0.514; number 2, C, carries 0.517; number 3, N, carries -0.459; number 4, C, carries 0.166; number 5, C, carries -0.635; number 6, S, carries 0.166; number 7, H, carries 0.219; number 8, H, carries 0.286; number 9, H, carries 0.258; number 10, O, carries -0.506; number 11, C, carries 1.028; number 12, O, carries -0.520; number 13, C, carries 0.137; number 14, N, carries -0.365; number 15, H, carries 0.238; number 16, N, carries -1.091; number 17, H, carries 0.375; number 18, H, carries 0.360; number 19, H, carries 0.341

---

DFT (ωB97M-V/def2-TZVPD) results for 2 unconnected molecules or ions with the total composition C5H7N3O3S in a non-equilibrium geometry.

<S²>: 2.0164
Multiplicity: 3
Total energy, eV: -26737.29809
ΔE to the lowest compared entry with this formula, charge and spin, kJ/mol: 268.2
Lowest unoccupied orbital energy (spin up / spin down), Ha: 0.0041 / -0.1004

Last columns: bonded neighbours and bond lengths (Å).
Element x y z (Å)
1 C 1.16238 -1.21617 1.27348  C5 1.347, N6 1.144
2 C -0.61494 1.65413 0.46507  C3 1.541, N7 1.402, H13 1.138, H14 1.111
3 C -1.97725 1.03243 0.10252  C2 1.541, O11 1.436, H15 1.015, H16 1.136
4 C -1.19009 -1.06484 0.86434  C5 1.463, O11 1.279, H18 1.111
5 C 0.17328 -0.61689 0.58235  C1 1.347, C4 1.463, N7 1.434
6 N 2.09309 -1.57736 1.83272  C1 1.144
7 N 0.43651 0.75261 0.24916  C2 1.402, C5 1.434, N8 1.384
8 N 1.45059 1.00075 -0.66005  N7 1.384, O9 1.200, O10 1.189
9 O 1.37793 2.06841 -1.20335  N8 1.200
10 O 2.24947 0.17300 -0.96033  N8 1.189
11 O -2.17668 -0.28142 0.64630  C3 1.436, C4 1.279
12 S 0.99565 -2.71479 -1.77582  H17 1.225, H19 1.291
13 H -0.31856 2.61831 -0.06111  C2 1.138
14 H -0.64199 1.88124 1.55231  C2 1.111
15 H -2.74679 1.55886 0.50267  C3 1.015
16 H -2.04746 1.02356 -1.03156  C3 1.136
17 H 1.85503 -2.70380 -2.64857  S12 1.225
18 H -1.44716 -1.96414 1.46471  C4 1.111
19 H 1.36698 -1.62389 -1.19485  S12 1.291

Atom-resolved charges from natural (NBO), all expressed in e: number 1, C, carries 0.177; number 2, C, carries -0.283; number 3, C, carries -0.072; number 4, C, carries 0.032; number 5, C, carries 0.055; number 6, N, carries -0.221; number 7, N, carries -0.253; number 8, N, carries 0.655; number 9, O, carries -0.400; number 10, O, carries -0.363; number 11, O, carries -0.419; number 12, S, carries -0.265; number 13, H, carries 0.285; number 14, H, carries 0.211; number 15, H, carries 0.206; number 16, H, carries 0.191; number 17, H, carries 0.117; number 18, H, carries 0.207; number 19, H, carries 0.138

---

Question: Look up the multiplicity of the first one.
Answer: 1

---

Question: What is the formula in the third record?
Answer: C5H7N3O3S

---

Question: ΔE to the lowest compared entry with this formula, charge and spin of number 3 (C5H7N3O3S)?
Answer: 268.2 kJ/mol